No. 1
This record from the Open Molecules 2025 dataset describes a structure of composition C42H46BrN3O3P2SiV. The level of theory is the ωB97M-V functional and the def2-TZVPD basis.

The LUMO energy (spin up / spin down) comes out at -3.6 / -3.7 eV. The value obtained for the total energy is -177098.935 eV. The calculation puts the largest force on an atom at 0.0143 Eh/bohr.

Structure (ORCA input):
```
! RIJCOSX wB97M-V def2-TZVPD def2/J DEFGRID3
* xyz 1 3
V 0.3092 0.7800 0.0475
C -0.3076 -1.5880 -2.6677
P -0.9432 -0.0733 -1.9144
C -2.6389 -0.4907 -1.3604
N -3.4129 -1.1565 -2.1806
C -4.6901 -1.3781 -1.7900
C -5.5633 -2.1048 -2.6339
C -6.8572 -2.2963 -2.2534
C -7.3396 -1.7774 -1.0239
C -6.5188 -1.0828 -0.1877
C -5.1673 -0.8753 -0.5526
N -4.3404 -0.2153 0.2926
C -3.1002 -0.0391 -0.0898
P -1.9179 0.7301 1.0818
C -2.6631 2.3159 1.5329
C -1.8735 -0.3505 2.5846
C -0.6576 0.1053 3.4023
C -1.6610 -1.7920 2.1143
C -3.1477 -0.2321 3.4217
C -1.1263 1.2124 -3.2318
C 0.2993 1.5998 -3.6593
C -1.8335 2.4148 -2.5946
C -1.9193 0.7164 -4.4405
H -1.0504 -2.0122 -3.3421
H -0.0731 -2.2959 -1.8733
H 0.6150 -1.3710 -3.2053
H -5.1748 -2.4853 -3.5688
H -7.5334 -2.8480 -2.8924
H -8.3737 -1.9423 -0.7531
H -6.8605 -0.6831 0.7574
H -3.7067 2.1780 1.8137
H -2.5956 2.9971 0.6850
H -2.1067 2.7486 2.3648
H 0.2801 -0.0814 2.8698
H -0.6149 -0.4760 4.3258
H -0.6993 1.1628 3.6702
H -0.8056 -1.8796 1.4409
H -2.5475 -2.1906 1.6171
H -1.4482 -2.4225 2.9805
H -3.2590 0.7677 3.8444
H -3.0868 -0.9365 4.2543
H -4.0377 -0.4669 2.8405
H 0.9736 1.7442 -2.8077
H 0.2721 2.5405 -4.2119
H 0.7412 0.8428 -4.3077
H -1.2993 2.7918 -1.7175
H -2.8567 2.1688 -2.2999
H -1.8848 3.2287 -3.3200
H -1.4509 -0.1536 -4.9024
H -1.9508 1.5122 -5.1884
H -2.9433 0.4566 -4.1793
O 1.2557 -0.7387 0.1515
Si 2.5841 -1.5970 0.6870
C 3.7387 -0.3215 1.4044
C 5.1207 -0.5281 1.4031
C 5.9882 0.4323 1.9040
C 5.4898 1.6267 2.4065
C 4.1214 1.8575 2.4151
C 3.2624 0.8858 1.9215
C 3.2974 -2.4356 -0.8112
C 3.4301 -1.7030 -1.9961
C 3.9628 -2.2783 -3.1387
C 4.3779 -3.6046 -3.1146
C 4.2628 -4.3452 -1.9482
C 3.7261 -3.7634 -0.8058
C 1.9468 -2.7994 1.9535
C 1.1577 -3.8850 1.5569
C 0.5561 -4.7112 2.4934
C 0.7338 -4.4632 3.8494
C 1.5143 -3.3936 4.2631
C 2.1166 -2.5691 3.3203
H 5.5297 -1.4452 0.9924
H 7.0553 0.2531 1.8917
H 6.1685 2.3790 2.7866
H 3.7156 2.7845 2.7990
H 2.1962 1.0993 1.9682
H 3.1235 -0.6613 -2.0245
H 4.0662 -1.6941 -4.0445
H 4.7972 -4.0562 -4.0042
H 4.5920 -5.3758 -1.9266
H 3.6410 -4.3555 0.0987
H 1.0150 -4.0924 0.5006
H -0.0457 -5.5514 2.1710
H 0.2712 -5.1110 4.5828
H 1.6624 -3.2069 5.3189
H 2.7291 -1.7384 3.6537
Br 2.3033 8.7752 0.5751
C 1.7781 7.0982 -0.0985
C 1.6097 6.9304 -1.4697
N 1.2410 5.7761 -2.0126
C 1.0241 4.7501 -1.1962
C 1.1657 4.8249 0.1821
C 1.5581 6.0324 0.7477
C 0.9276 3.6520 1.0745
O 1.1544 3.6692 2.2598
O 0.4320 2.5883 0.4554
H 1.7829 7.7606 -2.1437
H 0.7270 3.8192 -1.6635
H 1.6839 6.1132 1.8188
*
```

No. 2
This record from the Open Molecules 2025 dataset describes a structure of composition C25H21N4O6S3Se2W. The level of theory is the ωB97M-V functional and the def2-TZVPD basis.

The energy relative to the best compared isomer or geometry (same formula, charge and spin) comes out at 12.6 kcal/mol. The LUMO energy comes out at -5.1 eV. The value obtained for the total energy is -209529.415 eV. The calculation puts the largest force on an atom at 0.0056 Eh/bohr.

Structure (ORCA input):
```
! RIJCOSX wB97M-V def2-TZVPD def2/J DEFGRID3
* xyz 1 1
W -0.0166 0.2956 -0.0852
C 4.3479 0.5294 -0.1456
Se 2.7508 1.0136 -1.1387
C 2.7916 2.9458 -0.8034
C 1.7867 3.4189 0.2413
Se 1.4848 1.9633 1.4981
C 0.4077 2.9309 2.7911
H 5.1864 1.0490 -0.6053
H 4.4855 -0.5434 -0.2468
H 4.2495 0.7964 0.9032
H 2.6005 3.4219 -1.7631
H 3.8151 3.1621 -0.5035
H 0.8287 3.6741 -0.2040
H 2.1711 4.2690 0.8039
H -0.4833 3.3408 2.3329
H 1.0555 3.7173 3.1765
H 0.1545 2.2402 3.5893
O -0.6390 -0.6958 -3.7881
C -0.1453 -0.0948 -2.8930
O 0.3630 -0.6628 -1.7727
C 0.0212 1.4274 -2.7861
O 0.0792 2.1917 -3.6978
O 0.1205 1.7742 -1.4994
O -1.1875 2.1097 0.5514
S -2.4931 1.8010 -0.1217
O -3.6509 1.8588 0.6969
N -2.0416 0.3441 -0.6363
C -2.9607 -0.7250 -0.6473
C -4.2972 -0.6486 -0.9295
C -5.0694 -1.8278 -0.9176
C -4.5005 -3.0442 -0.6649
C -3.1162 -3.1376 -0.3992
C -2.4254 -4.3564 -0.2160
C -1.0711 -4.3299 -0.0728
C -0.3987 -3.0934 -0.0438
N -1.0129 -1.9349 -0.1217
C -2.3580 -1.9566 -0.3594
C -2.6619 2.8439 -1.5135
C -2.4928 4.2102 -1.3210
C -2.6840 5.0548 -2.4002
C -3.0504 4.5328 -3.6357
C -3.2206 3.1680 -3.8053
C -3.0248 2.3051 -2.7379
H -4.7733 0.2961 -1.1541
H -6.1269 -1.7571 -1.1302
H -5.0935 -3.9487 -0.6853
H -2.9715 -5.2909 -0.2244
H -0.4904 -5.2345 0.0319
H 0.6780 -3.0813 0.0345
H -2.2151 4.6035 -0.3515
H -2.5475 6.1204 -2.2794
H -3.2011 5.1993 -4.4738
H -3.4888 2.7692 -4.7736
H -3.1223 1.2348 -2.8738
S -1.0075 -0.1031 2.1623
C -0.0822 -1.3974 2.8575
C -0.5947 -1.9483 4.0738
N -1.0051 -2.3787 5.0563
C 1.0710 -1.8253 2.3133
S 1.7310 -1.1260 0.8517
C 1.8714 -2.8552 2.8942
N 2.5115 -3.6885 3.3593
*
```

No. 3
This record from the Open Molecules 2025 dataset describes a structure of composition C34H36FeGeN6OS2. The level of theory is the ωB97M-V functional and the def2-TZVPD basis.

The energy relative to the best compared isomer or geometry (same formula, charge and spin) comes out at 5.0 kcal/mol. The LUMO energy (spin up / spin down) comes out at 2.6 / 2.6 eV. The value obtained for the total energy is -159401.309 eV. The calculation puts the largest force on an atom at 0.0072 Eh/bohr.

Structure (ORCA input):
```
! RIJCOSX wB97M-V def2-TZVPD def2/J DEFGRID3
* xyz -1 6
Fe -0.2950 -2.2802 0.0592
N 1.4834 -5.1554 2.9651
C 0.6022 -4.2973 2.3478
S -0.2612 -4.8884 0.9848
N 0.4670 -3.1351 2.9560
N -0.3549 -2.2980 2.2638
C -1.0538 -1.4302 2.8947
C -1.0310 -1.2371 4.3698
C -2.2185 -1.2407 5.0938
C -2.2114 -1.0522 6.4690
C -1.0113 -0.8454 7.1329
C 0.1788 -0.8341 6.4147
C 0.1702 -1.0344 5.0444
C -1.9566 -0.6014 2.0511
C -2.4407 0.6317 2.4831
C -3.2381 1.3700 1.6285
C -3.5361 0.8567 0.3753
C -3.0015 -0.3715 0.0241
N -2.2341 -1.0913 0.8375
H 1.8148 -5.8984 2.3747
H 2.1649 -4.7085 3.5580
H -3.1552 -1.3978 4.5726
H -3.1432 -1.0669 7.0205
H -1.0026 -0.6948 8.2053
H 1.1194 -0.6754 6.9276
H 1.0949 -1.0508 4.4842
H -2.1683 1.0044 3.4610
H -3.6052 2.3441 1.9267
H -4.1284 1.4143 -0.3372
H -3.1596 -0.7806 -0.9681
C 4.2228 -1.6767 0.0666
S 2.4588 -1.2078 -0.0908
C 2.4115 -0.4061 1.5192
O 1.8541 -2.5949 0.1280
H 4.8358 -0.7761 0.0296
H 4.4430 -2.3147 -0.7873
H 4.3849 -2.2287 0.9925
H 3.1648 0.3792 1.5658
H 2.5984 -1.1948 2.2501
H 1.4093 -0.0004 1.6259
N -1.7398 -2.3621 -2.6194
N -1.4038 -3.2942 -1.5690
H -1.4490 -2.7472 -3.5119
H -1.1353 -1.5560 -2.4084
H -0.7730 -4.0245 -1.8846
H -2.2495 -3.7412 -1.2365
C 0.1360 -0.5388 -0.6992
Ge 0.2927 0.9345 -1.8169
C 1.6390 2.2853 -1.2303
C 1.6553 2.6577 0.1152
C 2.5819 3.5684 0.6065
C 3.5294 4.1209 -0.2450
C 3.5376 3.7577 -1.5846
C 2.5994 2.8525 -2.0678
C -1.3758 1.9979 -2.0507
C -2.4026 1.5204 -2.8667
C -3.6021 2.2072 -3.0022
C -3.8024 3.3976 -2.3147
C -2.7942 3.8916 -1.4990
C -1.5960 3.1973 -1.3737
C 0.7866 0.5491 -3.7062
C 0.5830 1.4578 -4.7463
C 0.9334 1.1459 -6.0538
C 1.4987 -0.0895 -6.3454
C 1.7077 -1.0066 -5.3252
C 1.3505 -0.6855 -4.0203
H 0.9303 2.2103 0.7892
H 2.5692 3.8437 1.6554
H 4.2584 4.8280 0.1332
H 4.2793 4.1800 -2.2533
H 2.6229 2.5764 -3.1168
H -2.2670 0.5871 -3.4051
H -4.3844 1.8135 -3.6412
H -4.7359 3.9381 -2.4191
H -2.9404 4.8220 -0.9617
H -0.8183 3.5975 -0.7323
H 0.1323 2.4222 -4.5330
H 0.7636 1.8644 -6.8479
H 1.7711 -0.3362 -7.3649
H 2.1443 -1.9733 -5.5498
H 1.4943 -1.4041 -3.2172
*
```